# 1
Density functional theory data (wB97M-V/def2-TZVPD) for C5H6N as an isolated structure.

Positions of all 12 atoms, in Å:
C  0.056  -0.088  -1.216
C  0.340  -1.337  -0.436
C  0.294  0.912  0.829
C  0.098  1.287  -0.661
C  -0.445  -0.349  0.327
N  -1.128  0.455  -0.882
H  0.037  -2.268  -0.907
H  1.355  -1.341  -0.078
H  1.417  0.523  0.914
H  0.062  1.430  1.757
H  0.176  2.108  -1.376
H  -2.262  -1.333  1.729

- energy above the lowest of the compared OMol25 structures with the same formula, charge and spin (kJ/mol) = 1005.6
- total charge = +1
- HOMO energy (spin up / spin down) (eV) = -15.179 / -15.145
- orbital gap (spin up / spin down) (eV) = 7.3284 / 9.5202
- strongest force on any atom (Eh/bohr) = 0.0770

Charges per atom according to Löwdin partitioning, unit e: atom 1 (C): -0.093, atom 2 (C): 0.060, atom 3 (C): 0.012, atom 4 (C): -0.067, atom 5 (C): -0.102, atom 6 (N): 0.239, atom 7 (H): 0.153, atom 8 (H): 0.132, atom 9 (H): 0.174, atom 10 (H): 0.132, atom 11 (H): 0.162, atom 12 (H): 0.197

# 2
Density functional theory data (wB97M-V/def2-TZVPD) for a single C5H6N2 molecule.

Positions of all 13 atoms, in Å:
C  -1.390  -0.567  0.009
C  -1.342  0.997  0.140
C  0.161  0.799  0.134
N  1.373  1.269  0.003
C  2.121  0.109  -0.124
C  1.348  -1.032  -0.100
N  0.079  -0.543  0.101
H  -1.751  -0.929  -0.957
H  -1.876  -1.110  0.824
H  -1.751  1.537  -0.717
H  -1.770  1.392  1.065
H  3.198  0.159  -0.221
H  1.600  -2.080  -0.158

- energy above the lowest of the compared OMol25 structures with the same formula, charge and spin (kJ/mol) = 131.7
- total charge = 0
- HOMO energy (eV) = -8.599
- orbital gap (eV) = 9.5048
- strongest force on any atom (Eh/bohr) = 0.0056
- SMILES string = c1cn2c(n1)CC2

Charges per atom according to Löwdin partitioning, unit e: atom 1 (C): -0.072, atom 2 (C): -0.041, atom 3 (C): -0.352, atom 4 (N): 0.101, atom 5 (C): -0.158, atom 6 (C): -0.062, atom 7 (N): -0.042, atom 8 (H): 0.115, atom 9 (H): 0.111, atom 10 (H): 0.106, atom 11 (H): 0.104, atom 12 (H): 0.091, atom 13 (H): 0.100

# 3
Density functional theory data (wB97M-V/def2-TZVPD) for a single C5H6N2 molecule.

Positions of all 13 atoms, in Å:
C  -2.364  -0.309  -0.449
C  -1.364  -0.273  0.441
C  -0.003  -0.135  0.106
C  2.162  0.007  -0.235
C  1.026  0.947  0.061
H  -3.380  -0.259  -0.093
H  -2.292  -0.369  -1.494
H  -1.641  -0.200  1.544
H  3.239  0.209  -0.420
H  1.246  1.263  1.138
H  0.939  1.745  -0.678
N  0.548  -1.358  0.185
N  1.885  -1.267  -0.106

- energy above the lowest of the compared OMol25 structures with the same formula, charge and spin (kJ/mol) = 301.5
- total charge = 0
- HOMO energy (eV) = -9.570
- orbital gap (eV) = 9.7493
- strongest force on any atom (Eh/bohr) = 0.0913
- SMILES string = C=CC1=NN=CC1

Charges per atom according to Löwdin partitioning, unit e: atom 1 (C): 0.032, atom 2 (C): -0.166, atom 3 (C): -0.316, atom 4 (C): -0.165, atom 5 (C): -0.077, atom 6 (H): 0.050, atom 7 (H): 0.044, atom 8 (H): 0.133, atom 9 (H): 0.112, atom 10 (H): 0.167, atom 11 (H): 0.121, atom 12 (N): 0.060, atom 13 (N): 0.006

# 4
Density functional theory data (wB97M-V/def2-TZVPD) for C5H6N2 as an isolated structure.

Positions of all 13 atoms, in Å:
C  0.706  1.107  -0.795
C  1.913  0.646  0.057
C  0.304  -0.244  0.945
N  -0.332  -1.256  1.462
C  -1.481  -1.308  0.698
C  -1.481  -0.361  -0.301
N  -0.323  0.344  -0.096
H  0.788  0.798  -1.842
H  0.512  2.182  -0.744
H  2.255  -0.320  -0.347
H  1.311  0.339  1.278
H  -2.264  -2.018  0.931
H  -2.196  -0.126  -1.075

- energy above the lowest of the compared OMol25 structures with the same formula, charge and spin (kJ/mol) = 481.8
- total charge = 0
- HOMO energy (eV) = -8.767
- orbital gap (eV) = 8.9610
- strongest force on any atom (Eh/bohr) = 0.0041

Charges per atom according to Löwdin partitioning, unit e: atom 1 (C): -0.194, atom 2 (C): 0.061, atom 3 (C): -0.271, atom 4 (N): 0.096, atom 5 (C): -0.140, atom 6 (C): -0.052, atom 7 (N): -0.082, atom 8 (H): 0.121, atom 9 (H): 0.107, atom 10 (H): 0.041, atom 11 (H): 0.102, atom 12 (H): 0.098, atom 13 (H): 0.112

# 5
Density functional theory data (wB97M-V/def2-TZVPD) for a single C5H6N2 molecule.

Positions of all 13 atoms, in Å:
C  -1.493  -0.596  0.086
C  -1.966  0.729  -0.449
C  0.323  1.000  0.839
N  1.609  1.181  0.700
C  2.044  0.124  -0.063
C  1.006  -0.695  -0.399
N  -0.109  -0.140  0.198
H  -1.514  -1.464  -0.582
H  -1.889  -0.873  1.066
H  -1.698  0.718  -1.523
H  -0.359  1.636  1.386
H  3.091  0.005  -0.310
H  0.954  -1.624  -0.947

- energy above the lowest of the compared OMol25 structures with the same formula, charge and spin (kJ/mol) = 424.4
- total charge = 0
- HOMO energy (eV) = -9.045
- orbital gap (eV) = 8.4252
- strongest force on any atom (Eh/bohr) = 0.0054

Charges per atom according to Löwdin partitioning, unit e: atom 1 (C): -0.262, atom 2 (C): 0.167, atom 3 (C): -0.189, atom 4 (N): 0.061, atom 5 (C): -0.148, atom 6 (C): -0.072, atom 7 (N): -0.128, atom 8 (H): 0.115, atom 9 (H): 0.106, atom 10 (H): 0.015, atom 11 (H): 0.123, atom 12 (H): 0.098, atom 13 (H): 0.113

# 6
Density functional theory data (wB97M-V/def2-TZVPD) for a single C5H6N2 molecule.

Positions of all 13 atoms, in Å:
N  2.724  -1.068  1.283
C  1.900  -0.375  0.838
C  0.949  0.519  0.319
C  0.438  0.559  -1.113
C  -0.965  0.357  -0.539
C  -1.160  -0.873  0.291
N  -0.462  0.318  0.847
H  -0.233  1.116  1.451
H  0.783  -0.222  -1.791
H  0.550  1.538  -1.589
H  -1.844  0.946  -0.792
H  -0.508  -1.738  0.161
H  -2.173  -1.077  0.633

- energy above the lowest of the compared OMol25 structures with the same formula, charge and spin (kJ/mol) = 506.4
- total charge = 0
- HOMO energy (eV) = -7.394
- orbital gap (eV) = 7.9862
- strongest force on any atom (Eh/bohr) = 0.0429

Charges per atom according to Löwdin partitioning, unit e: atom 1 (N): 0.094, atom 2 (C): -0.292, atom 3 (C): -0.278, atom 4 (C): -0.119, atom 5 (C): -0.176, atom 6 (C): 0.014, atom 7 (N): -0.027, atom 8 (H): 0.183, atom 9 (H): 0.108, atom 10 (H): 0.100, atom 11 (H): 0.144, atom 12 (H): 0.132, atom 13 (H): 0.117

# 7
Density functional theory data (wB97M-V/def2-TZVPD) for a single C5H6N2 molecule.

Positions of all 13 atoms, in Å:
N  1.586  -0.653  2.298
C  0.952  -0.879  1.354
C  1.046  0.595  -0.803
C  -0.001  -0.437  -0.809
C  0.039  -1.433  0.312
C  -1.099  1.676  0.099
N  -0.195  0.946  -0.448
H  1.608  1.036  -1.588
H  -0.532  -0.752  -1.697
H  -0.979  -1.692  0.668
H  0.488  -2.368  -0.051
H  -2.032  1.250  0.422
H  -0.882  2.712  0.242

- energy above the lowest of the compared OMol25 structures with the same formula, charge and spin (kJ/mol) = 416.3
- total charge = 0
- HOMO energy (eV) = -7.743
- orbital gap (eV) = 8.5040
- strongest force on any atom (Eh/bohr) = 0.0335

Charges per atom according to Löwdin partitioning, unit e: atom 1 (N): 0.147, atom 2 (C): -0.236, atom 3 (C): -0.021, atom 4 (C): -0.272, atom 5 (C): -0.130, atom 6 (C): 0.059, atom 7 (N): -0.158, atom 8 (H): 0.085, atom 9 (H): 0.136, atom 10 (H): 0.125, atom 11 (H): 0.123, atom 12 (H): 0.073, atom 13 (H): 0.070

# 8
Density functional theory data (wB97M-V/def2-TZVPD) for C5H6N2 as an isolated structure.

Positions of all 13 atoms, in Å:
C  -0.240  -1.379  0.586
C  0.400  0.989  0.766
C  -0.251  0.011  -0.086
C  -1.501  0.333  -0.816
N  1.018  1.647  1.540
C  0.936  0.227  -1.060
N  1.762  0.256  -1.872
H  1.950  2.057  1.464
H  -0.931  -1.356  1.425
H  -0.587  -2.102  -0.151
H  0.753  -1.675  0.929
H  -1.637  1.370  -1.108
H  -1.672  -0.379  -1.617

- energy above the lowest of the compared OMol25 structures with the same formula, charge and spin (kJ/mol) = 556.5
- total charge = 0
- HOMO energy (spin up / spin down) (eV) = -6.335 / -8.145
- orbital gap (spin up / spin down) (eV) = 5.4994 / 8.2545
- strongest force on any atom (Eh/bohr) = 0.0230

Charges per atom according to Löwdin partitioning, unit e: atom 1 (C): -0.016, atom 2 (C): -0.057, atom 3 (C): -0.563, atom 4 (C): 0.012, atom 5 (N): 0.220, atom 6 (C): -0.216, atom 7 (N): 0.148, atom 8 (H): 0.106, atom 9 (H): 0.094, atom 10 (H): 0.092, atom 11 (H): 0.092, atom 12 (H): 0.042, atom 13 (H): 0.047

# 9
Density functional theory data (wB97M-V/def2-TZVPD) for a single C5H6N2 molecule.

Positions of all 13 atoms, in Å:
C  -2.252  0.245  -2.914
C  0.222  0.531  -0.269
C  -0.445  0.576  -1.552
C  0.513  -0.854  0.297
C  -0.522  -0.074  0.939
N  -2.912  0.335  -3.855
N  -1.616  0.126  -1.794
H  0.891  1.331  0.048
H  -0.050  1.191  -2.416
H  0.071  -1.618  -0.492
H  1.466  -1.040  0.933
H  -1.534  -0.361  0.854
H  -0.243  0.316  1.944

- energy above the lowest of the compared OMol25 structures with the same formula, charge and spin (kJ/mol) = 236.2
- total charge = 0
- HOMO energy (eV) = -10.207
- orbital gap (eV) = 10.1655
- strongest force on any atom (Eh/bohr) = 0.0625
- SMILES string = N#C/N=C/C1CC1

Charges per atom according to Löwdin partitioning, unit e: atom 1 (C): -0.374, atom 2 (C): -0.245, atom 3 (C): -0.099, atom 4 (C): -0.140, atom 5 (C): -0.145, atom 6 (N): 0.140, atom 7 (N): 0.083, atom 8 (H): 0.135, atom 9 (H): 0.149, atom 10 (H): 0.150, atom 11 (H): 0.139, atom 12 (H): 0.087, atom 13 (H): 0.120

# 10
Density functional theory data (wB97M-V/def2-TZVPD) for a 2-piece molecular cluster, C5H6N2 overall.

Positions of all 13 atoms, in Å:
C  1.318  1.631  1.221
C  0.590  0.684  1.099
C  1.229  -1.813  -0.165
C  -1.345  -0.201  -0.242
C  -0.376  -0.283  0.927
N  2.082  -2.453  -0.618
N  -0.726  0.500  -1.310
H  2.250  2.231  1.091
H  -1.757  -1.286  -0.467
H  -2.270  0.456  0.001
H  -0.334  -1.150  1.474
H  -0.849  1.482  -1.393
H  0.186  0.204  -1.618

- spin multiplicity = 3
- energy above the lowest of the compared OMol25 structures with the same formula, charge and spin (kJ/mol) = 349.7
- total charge = 0
- HOMO energy (spin up / spin down) (eV) = -8.121 / -9.284
- orbital gap (spin up / spin down) (eV) = 9.1393 / 5.0592
- <S²> = 2.032
- strongest force on any atom (Eh/bohr) = 0.0845

Charges per atom according to Löwdin partitioning, unit e: atom 1 (C): 0.138, atom 2 (C): -0.190, atom 3 (C): -0.051, atom 4 (C): -0.307, atom 5 (C): -0.169, atom 6 (N): 0.048, atom 7 (N): -0.002, atom 8 (H): 0.067, atom 9 (H): 0.141, atom 10 (H): 0.140, atom 11 (H): 0.054, atom 12 (H): 0.069, atom 13 (H): 0.064